(1)
{"formula": "C5H8O2", "method": "ωB97M-V/def2-TZVPD", "symbols": ["C", "C", "C", "C", "C", "O", "H", "H", "H", "H", "H", "H", "O", "H", "H"], "xyz": [[-1.158, 0.843, 2.058], [-0.503, 0.272, 1.220], [0.198, -0.476, 0.210], [1.462, -0.875, 0.392], [-0.629, -0.888, -1.000], [-1.713, -0.051, -1.303], [-1.722, 1.308, 2.837], [1.968, -1.470, -0.364], [2.002, -0.659, 1.307], [-0.966, -1.915, -0.799], [0.008, -0.905, -1.887], [-2.281, 0.007, -0.522], [1.100, 1.671, -1.111], [1.617, 1.011, -0.627], [0.618, 2.126, -0.409]], "mulliken_charge": [0.50, -0.79, 0.14, -1.02, -0.40, -0.52, 0.44, 0.33, 0.34, 0.33, 0.31, 0.30, -0.65, 0.39, 0.31], "homo_energy_ha": -0.350, "smiles": "C#CC(=C)CO.O"}

---

(2)
{"formula": "C8H27N10O8P", "method": "ωB97M-V/def2-TZVPD", "symbols": ["C", "P", "C", "O", "C", "O", "O", "H", "H", "H", "H", "H", "H", "H", "N", "C", "N", "O", "H", "H", "H", "H", "N", "C", "N", "O", "H", "H", "H", "H", "N", "C", "N", "O", "H", "H", "H", "H", "N", "C", "N", "O", "H", "H", "H", "H", "N", "C", "N", "O", "H", "H", "H", "H"], "xyz": [[3.318, 2.076, -1.910], [2.246, 3.661, -1.593], [3.328, 5.236, -1.663], [1.033, 3.617, -2.842], [-0.152, 4.419, -2.504], [-0.151, 5.711, -2.928], [-1.357, 3.956, -1.798], [4.445, 2.212, -1.619], [3.279, 1.836, -3.079], [2.776, 1.186, -1.375], [2.855, 6.142, -2.234], [4.355, 5.001, -2.225], [3.626, 5.625, -0.594], [-1.145, 3.334, -1.041], [3.240, -0.579, 2.572], [2.785, -0.576, 1.306], [1.931, -1.574, 1.017], [3.120, 0.265, 0.486], [2.975, -1.262, 3.261], [3.885, 0.156, 2.831], [1.564, -1.608, 0.074], [1.643, -2.275, 1.678], [-0.440, -5.931, 1.017], [0.217, -4.840, 0.587], [0.946, -5.029, -0.527], [0.157, -3.764, 1.161], [-0.403, -6.826, 0.558], [-1.001, -5.832, 1.854], [1.457, -4.233, -0.885], [1.008, -5.908, -1.014], [-1.535, 2.859, -5.031], [-1.543, 1.571, -5.421], [-1.591, 1.391, -6.753], [-1.511, 0.642, -4.630], [-1.561, 3.637, -5.668], [-1.500, 3.039, -4.037], [-1.599, 0.436, -7.089], [-1.618, 2.143, -7.421], [-2.585, 4.597, 3.380], [-1.977, 4.309, 2.215], [-2.609, 4.777, 1.124], [-0.935, 3.675, 2.153], [-3.443, 5.118, 3.451], [-2.142, 4.263, 4.226], [-2.185, 4.583, 0.226], [-3.467, 5.302, 1.155], [-1.870, -6.714, 5.862], [-2.325, -6.711, 4.596], [-3.180, -7.710, 4.307], [-1.991, -5.871, 3.776], [-2.135, -7.398, 6.552], [-1.225, -5.980, 6.121], [-3.546, -7.744, 3.365], [-3.467, -8.411, 4.969]], "mulliken_charge": [-0.70, 0.33, -0.93, -0.13, 0.45, -0.53, -0.53, 0.28, 0.30, 0.12, 0.27, 0.28, 0.30, 0.36, -0.41, 0.55, -0.17, -0.63, 0.16, 0.21, 0.11, 0.19, -0.35, 0.67, -0.35, -0.70, 0.13, 0.25, 0.21, 0.16, -0.27, 0.68, -0.40, -0.66, 0.15, 0.18, 0.23, 0.16, -0.40, 0.65, -0.29, -0.64, 0.16, 0.24, 0.18, 0.17, -0.40, 0.66, -0.39, -0.69, 0.17, 0.22, 0.22, 0.17], "homo_energy_ha": -0.279, "smiles": "CP(C)OC(=O)O.NC(N)=O.NC(N)=O.NC(N)=O.NC(N)=O.NC(N)=O"}

---

(3)
{"formula": "C5H4O2", "method": "ωB97M-V/def2-TZVPD", "symbols": ["O", "C", "C", "C", "C", "C", "O", "H", "H", "H", "H"], "xyz": [[-1.962, 1.156, 1.183], [-1.006, 0.901, 0.562], [-0.016, 1.344, -0.286], [0.864, 0.372, -0.791], [0.552, -0.937, -0.535], [-0.460, -1.190, 0.472], [-1.203, -2.116, 0.750], [0.160, 2.421, -0.331], [1.740, 0.673, -1.361], [1.084, -1.794, -0.923], [0.178, -0.793, 1.295]], "mulliken_charge": [-0.33, 0.50, -0.58, -0.07, -0.51, 0.07, -0.50, 0.37, 0.40, 0.38, 0.27], "homo_energy_ha": [-0.318, -0.318], "smiles": "O=C=C/C=C\\C=O"}

---

(4)
{"formula": "H5NOSSi", "method": "ωB97M-V/def2-TZVPD", "symbols": ["N", "O", "Si", "S", "H", "H", "H", "H", "H"], "xyz": [[0.287, -1.539, -0.035], [-0.198, 0.549, 1.369], [0.987, -0.112, 0.530], [2.549, 0.818, -0.212], [0.752, -2.248, -0.576], [-0.649, -1.571, -0.164], [-0.135, 1.400, 1.792], [-1.533, 1.116, -1.530], [-2.061, 1.586, -1.173]], "mulliken_charge": [-0.26, -0.26, -0.16, -0.07, 0.23, 0.22, 0.29, -0.11, 0.11], "homo_energy_ha": [-0.187, -0.381], "multiplicity": 3}

---

(5)
{"formula": "C20H21Cl5OPtSe", "method": "ωB97M-V/def2-TZVPD", "symbols": ["Pt", "Cl", "C", "C", "Cl", "C", "Cl", "C", "O", "C", "Cl", "C", "Cl", "C", "C", "C", "C", "C", "C", "Se", "C", "C", "C", "H", "H", "H", "H", "H", "H", "H", "H", "H", "H", "H", "C", "C", "C", "C", "C", "H", "H", "H", "H", "H", "H", "H", "H", "H", "H"], "xyz": [[-0.632, -1.093, 0.086], [5.918, -2.477, 3.365], [4.276, -2.185, 2.940], [3.837, -2.386, 1.637], [4.925, -2.990, 0.447], [2.522, -2.096, 1.292], [1.939, -2.462, -0.290], [1.611, -1.529, 2.201], [0.422, -1.085, 1.887], [2.055, -1.448, 3.537], [0.912, -0.920, 4.711], [3.356, -1.758, 3.900], [3.849, -1.614, 5.542], [-0.037, 6.454, -0.361], [0.086, 4.973, -0.610], [1.297, 4.401, -0.965], [1.420, 3.039, -1.218], [2.764, 2.470, -1.597], [0.281, 2.227, -1.120], [0.532, 0.391, -1.586], [-0.953, 2.777, -0.743], [-2.208, 1.960, -0.637], [-1.020, 4.142, -0.496], [0.934, 6.945, -0.406], [-0.480, 6.649, 0.617], [-0.685, 6.915, -1.110], [2.178, 5.029, -1.049], [3.530, 3.244, -1.568], [2.744, 2.044, -2.603], [3.054, 1.670, -0.913], [-2.036, 1.016, -0.124], [-2.594, 1.719, -1.633], [-2.978, 2.508, -0.094], [-1.976, 4.577, -0.218], [-1.845, -3.956, -1.977], [-2.475, -3.162, -0.812], [-4.007, -3.246, -0.907], [-2.007, -3.768, 0.522], [-2.034, -1.765, -0.946], [-2.112, -5.007, -1.869], [-0.758, -3.863, -1.965], [-2.208, -3.595, -2.942], [-4.327, -4.287, -0.846], [-4.362, -2.827, -1.851], [-4.478, -2.694, -0.091], [-2.285, -4.821, 0.579], [-2.462, -3.246, 1.366], [-0.919, -3.701, 0.617], [-2.563, -1.169, -1.696]], "mulliken_charge": [0.35, -0.19, 0.38, -0.24, -0.19, 0.76, -0.19, -0.24, -1.05, 0.41, -0.19, 0.02, -0.18, -1.42, 0.51, -1.03, 0.85, -1.77, 0.49, 0.00, 0.97, -1.09, -0.95, 0.35, 0.35, 0.32, 0.25, 0.36, 0.37, 0.36, -0.01, 0.29, 0.37, 0.36, -1.51, 2.50, -1.79, -1.97, -0.88, 0.43, 0.28, 0.43, 0.42, 0.43, 0.41, 0.45, 0.46, 0.45, 0.49], "homo_energy_ha": -0.289}

---

(6)
{"formula": "C4H6N4", "method": "ωB97M-V/def2-TZVPD", "symbols": ["C", "C", "C", "C", "N", "N", "N", "N", "H", "H", "H", "H", "H", "H"], "xyz": [[-0.804, -0.429, -0.520], [-1.280, 2.152, -1.397], [-0.868, 0.865, -0.905], [0.106, -0.920, 0.524], [1.204, -0.115, 0.803], [1.891, 0.838, 0.190], [-0.416, 2.263, -0.462], [-0.024, -2.226, 1.117], [-1.466, -1.104, -1.094], [-1.792, 2.618, -2.205], [1.868, -0.360, 1.528], [1.500, 1.192, -0.709], [-0.818, -2.207, 1.808], [0.899, -2.566, 1.324]], "mulliken_charge": [-0.39, -0.10, 0.09, 0.44, 0.29, -1.00, -0.47, -0.51, 0.30, 0.34, 0.29, 0.23, 0.25, 0.25], "homo_energy_ha": [-0.243, -0.253]}

---

(7)
{"formula": "C59H47INP3PbSSi", "method": "ωB97M-V/def2-TZVPD", "symbols": ["Pb", "C", "C", "C", "C", "C", "C", "P", "C", "C", "C", "C", "C", "C", "C", "C", "C", "C", "C", "C", "Si", "C", "C", "C", "C", "C", "C", "P", "C", "C", "C", "C", "C", "C", "C", "C", "C", "C", "C", "C", "C", "C", "C", "C", "C", "C", "P", "C", "C", "C", "C", "C", "C", "C", "C", "C", "C", "C", "C", "H", "H", "H", "H", "H", "H", "H", "H", "H", "H", "H", "H", "H", "H", "H", "H", "H", "H", "H", "H", "H", "H", "H", "H", "H", "H", "H", "H", "H", "H", "H", "H", "H", "H", "H", "H", "H", "H", "H", "H", "H", "H", "S", "C", "N", "C", "C", "C", "C", "H", "H", "H", "H", "H", "I"], "xyz": [[0.338, 1.481, 0.370], [2.816, -1.738, 5.301], [1.720, -2.189, 4.573], [1.581, -1.826, 3.244], [2.534, -1.011, 2.629], [3.629, -0.565, 3.359], [3.768, -0.935, 4.692], [2.238, -0.576, 0.883], [3.784, 0.091, 0.213], [4.477, -0.470, -0.858], [5.542, 0.211, -1.431], [5.913, 1.460, -0.956], [5.239, 2.020, 0.122], [4.177, 1.343, 0.700], [2.027, -2.249, 0.178], [3.135, -3.095, 0.303], [3.120, -4.380, -0.214], [1.991, -4.842, -0.875], [0.873, -4.031, -0.965], [0.863, -2.736, -0.425], [-0.855, -2.063, -0.622], [-2.151, -2.994, 0.312], [-2.478, -4.353, 0.227], [-3.537, -4.838, 0.984], [-4.265, -3.984, 1.814], [-3.950, -2.636, 1.886], [-2.894, -2.158, 1.114], [-2.257, -0.475, 1.007], [-3.454, 0.436, -0.009], [-4.499, -0.233, -0.644], [-5.413, 0.475, -1.415], [-5.289, 1.849, -1.559], [-4.243, 2.522, -0.939], [-3.326, 1.818, -0.176], [-2.469, 0.135, 2.704], [-3.394, 1.120, 3.034], [-3.560, 1.485, 4.365], [-2.805, 0.877, 5.358], [-1.876, -0.105, 5.026], [-1.705, -0.470, 3.703], [-1.362, -1.891, -2.376], [-2.334, -2.776, -2.868], [-2.567, -2.866, -4.229], [-1.838, -2.076, -5.113], [-0.902, -1.170, -4.636], [-0.668, -1.064, -3.267], [0.500, 0.175, -2.602], [1.934, -0.108, -3.702], [2.310, 0.691, -4.778], [3.359, 0.296, -5.603], [4.032, -0.893, -5.366], [3.653, -1.701, -4.300], [2.614, -1.307, -3.473], [-0.285, 1.724, -3.174], [0.492, 2.874, -3.343], [-0.087, 4.057, -3.780], [-1.448, 4.107, -4.044], [-2.235, 2.983, -3.835], [-1.664, 1.799, -3.386], [2.932, -2.025, 6.339], [0.982, -2.831, 5.040], [0.738, -2.199, 2.669], [4.384, 0.055, 2.896], [4.631, -0.597, 5.253], [4.205, -1.439, -1.247], [6.077, -0.237, -2.260], [6.725, 2.000, -1.426], [5.515, 2.998, 0.494], [3.645, 1.795, 1.533], [4.020, -2.737, 0.818], [3.987, -5.019, -0.099], [1.974, -5.836, -1.304], [-0.010, -4.417, -1.472], [-1.913, -5.032, -0.402], [-3.793, -5.890, 0.936], [-5.077, -4.381, 2.411], [-4.509, -1.969, 2.534], [-4.610, -1.305, -0.531], [-6.228, -0.050, -1.898], [-6.012, 2.398, -2.152], [-4.141, 3.594, -1.053], [-2.523, 2.359, 0.309], [-4.002, 1.586, 2.269], [-4.290, 2.242, 4.625], [-2.949, 1.158, 6.394], [-1.283, -0.580, 5.799], [-0.979, -1.233, 3.446], [-2.900, -3.402, -2.186], [-3.311, -3.557, -4.606], [-2.002, -2.168, -6.180], [-0.354, -0.540, -5.328], [1.783, 1.609, -5.000], [3.641, 0.922, -6.441], [4.840, -1.199, -6.020], [4.167, -2.638, -4.118], [2.304, -1.952, -2.654], [1.554, 2.847, -3.131], [0.530, 4.938, -3.914], [-1.897, 5.024, -4.409], [-3.299, 3.019, -4.034], [-2.295, 0.933, -3.223], [0.779, 1.739, 3.135], [0.263, 3.319, 3.557], [0.866, 3.904, 4.624], [0.558, 5.132, 5.112], [-0.417, 5.870, 4.520], [-1.069, 5.325, 3.403], [-0.737, 4.077, 2.932], [1.598, 3.365, 5.066], [1.129, 5.467, 5.966], [-0.670, 6.847, 4.903], [-1.845, 5.897, 2.909], [-1.246, 3.656, 2.077], [1.684, 3.933, -0.018]], "mulliken_charge": [2.06, -0.72, -0.54, -0.34, 0.81, -0.80, -0.82, 1.57, 1.06, -0.73, -0.77, -0.81, -0.99, -0.88, -0.01, -0.33, -0.94, -1.15, -0.50, 1.47, -0.72, 0.87, -0.53, -0.90, -0.88, -0.67, -1.26, 1.55, 0.94, -0.73, -0.76, -0.69, -0.90, 0.00, 1.22, -0.84, -0.68, -0.74, -0.60, -0.21, 1.06, -0.45, -0.91, -0.93, -0.36, -0.60, 1.37, 0.47, -0.29, -0.77, -0.75, -0.66, -0.46, 0.90, -0.78, -1.07, -0.83, -0.59, -0.96, 0.42, 0.53, 0.28, 0.51, 0.49, 0.34, 0.46, 0.43, 0.46, 0.67, 0.58, 0.47, 0.50, 0.40, 0.42, 0.47, 0.46, 0.57, 0.32, 0.47, 0.46, 0.50, -0.06, 0.51, 0.49, 0.44, 0.50, 0.01, 0.43, 0.48, 0.47, 0.55, 0.56, 0.48, 0.42, 0.48, 0.07, 0.97, 0.46, 0.44, 0.54, 0.26, -0.10, 0.14, 0.03, -0.36, -0.66, -0.34, -0.38, 0.22, 0.46, 0.43, 0.47, 0.32, -0.45], "homo_energy_ha": -0.456, "charge": 2}

---

(8)
{"formula": "C4H10N2O2", "method": "ωB97M-V/def2-TZVPD", "symbols": ["C", "C", "O", "C", "O", "C", "N", "N", "H", "H", "H", "H", "H", "H", "H", "H", "H", "H"], "xyz": [[-1.343, 1.020, 0.778], [-0.429, 0.838, -0.413], [-0.655, 1.452, -1.467], [1.252, 0.809, 0.018], [1.962, 1.047, -1.178], [1.340, -0.581, 0.467], [-0.005, -1.156, -0.484], [-1.188, -1.867, -0.120], [-2.288, 0.513, 0.571], [-0.926, 0.616, 1.702], [-1.545, 2.083, 0.912], [1.412, 1.574, 0.778], [1.363, 1.591, -1.731], [2.184, -1.154, 0.092], [1.066, -0.762, 1.505], [0.244, -1.105, -1.473], [-1.081, -2.279, 0.806], [-1.362, -2.639, -0.763]], "mulliken_charge": [-1.29, 1.00, -0.75, -0.14, -0.58, -0.59, -0.26, -0.52, 0.34, 0.29, 0.37, 0.37, 0.38, 0.33, 0.28, 0.31, 0.21, 0.24], "homo_energy_ha": -0.301, "smiles": "CC(=O)[C@H](O)CNN"}